## w
2 unconnected molecules or ions with the total composition C5H8, computed with ωB97M-V/def2-TZVPD.

Element x y z (Å)
C: -0.7926 -1.0346 0.8139
C: 0.5184 -0.7748 1.0628
C: 1.0000 0.4360 0.2959
C: -0.3675 1.1910 0.1000
C: -1.3176 0.0149 0.1283
H: 1.1215 -1.2272 1.8492
H: 1.4441 0.2139 -0.6845
H: 1.7479 0.9950 0.8718
H: -0.4490 1.7384 -0.8474
H: -0.5082 1.9186 0.9102
H: -2.2004 -0.0174 -0.5096
H: -0.1562 -1.8666 -1.6549
H: -0.0403 -1.5871 -2.3356

As for the multiplicity: 1. For the HOMO energy (alpha / beta), the calculation gives -8.572 / -7.871 eV. For the HOMO-LUMO gap (alpha / beta), the calculation gives 8.1581 / 7.3152 eV.

## x
C5H8 in the gas phase, computed with ωB97M-V/def2-TZVPD.

Element x y z (Å)
C: 1.4797 1.0507 2.3232
C: 1.2490 0.2949 1.4033
C: 0.6818 -0.4469 0.3353
C: -0.6448 0.0667 -0.2444
C: -1.0629 -0.4637 -1.6136
H: 1.5909 1.5805 3.2253
H: 1.4487 -0.3141 -0.5084
H: 0.6448 -1.4398 0.6976
H: -1.4300 0.1587 0.5000
H: -0.4684 1.2036 -0.3289
H: -1.7763 0.2709 -2.1024
H: -0.2090 -0.5407 -2.3158
H: -1.5035 -1.4209 -1.3714

As for the multiplicity: 1. For the HOMO energy, the calculation gives -9.782 eV. For the HOMO-LUMO gap, the calculation gives 10.8878 eV.

## y
C5H8 in the gas phase, computed with ωB97M-V/def2-TZVPD.

Element x y z (Å)
C: 1.0275 1.1533 1.3397
C: -0.0909 0.5804 1.0239
C: -0.2132 -0.3902 -0.0909
C: 0.1062 -1.7114 0.1089
C: -0.7745 0.1831 -1.4629
H: 1.9409 0.7787 0.9075
H: 1.1908 2.1177 1.9721
H: -1.1035 0.9753 1.2507
H: -0.0540 -2.4483 -0.7249
H: 0.4817 -2.0351 1.1321
H: -1.5693 0.9414 -1.2725
H: 0.1289 0.6195 -2.0326
H: -1.0706 -0.7644 -2.1510

As for the multiplicity: 1. For the HOMO energy, the calculation gives -9.206 eV. For the HOMO-LUMO gap, the calculation gives 10.3133 eV.

## z
C5H8 in the gas phase, computed with ωB97M-V/def2-TZVPD.

Element x y z (Å)
C: -0.4249 1.0506 -0.7223
C: 0.8878 0.8085 -0.7227
C: 1.2174 -0.1745 0.3933
C: -0.1346 -0.9050 0.6032
C: -1.2105 0.1145 0.1289
H: -0.8416 1.7248 -1.4644
H: 0.8850 0.6248 -1.7952
H: 2.0508 -0.8443 0.1644
H: 1.5059 0.3612 1.3126
H: -0.1518 -1.8104 -0.0220
H: -0.3102 -1.2184 1.6351
H: -1.9951 -0.3618 -0.4774
H: -1.6867 0.6630 0.9367

As for the multiplicity: 1. For the HOMO energy, the calculation gives -8.591 eV. For the HOMO-LUMO gap, the calculation gives 9.7289 eV.

Q: What are the energies relative to the best structure? A: w 0.1011; x 0.0108; y 0.0000; z 0.0049, in hartree.

## w
C5H8 in the gas phase, computed with ωB97M-V/def2-TZVPD.

Element x y z (Å)
C: -0.3052 -1.8292 1.7830
C: -0.3695 -0.7554 0.8148
C: -0.5793 0.1746 0.0780
C: -0.5041 1.1946 -0.9374
C: 1.1332 0.7305 -1.5171
H: -0.8972 -1.6100 2.6789
H: -0.6989 -2.7559 1.3550
H: 0.7124 -2.0385 2.1262
H: -1.2860 1.0758 -1.7082
H: -0.5521 2.2144 -0.5122
H: 1.7423 1.0291 -0.6389
H: 1.6925 1.2057 -2.3486
H: 0.9102 -0.2613 -1.9624

As for the multiplicity: 1. For the HOMO energy, the calculation gives -9.128 eV. For the HOMO-LUMO gap, the calculation gives 10.1783 eV.

## x
C5H8 in the gas phase, computed with ωB97M-V/def2-TZVPD.

Element x y z (Å)
C: -0.4942 1.1026 -0.7379
C: 0.8073 0.9621 -0.4750
C: 1.1345 -0.3867 0.1273
C: -0.1800 -0.7003 0.8537
C: -1.2112 -0.1750 -0.1456
H: -0.8131 1.9872 -1.3198
H: 1.5818 1.7117 -0.6129
H: 1.2883 -1.1069 -0.6928
H: 2.0491 -0.3634 0.7243
H: -0.5156 -1.7365 0.9971
H: -0.1845 -0.1759 1.8226
H: -1.2747 -0.9744 -0.9075
H: -2.1878 -0.1445 0.3664

As for the multiplicity: 1. For the HOMO energy, the calculation gives -9.136 eV. For the HOMO-LUMO gap, the calculation gives 10.3740 eV.

Q: What are the energies relative to the best structure? A: w 0.0684; x 0.0000, in hartree.

## w
C5H8 in the gas phase, computed with ωB97M-V/def2-TZVPD.

Element x y z (Å)
C: 1.2635 -0.7175 -1.4188
C: 0.0574 -0.3866 -0.9932
C: -0.5011 0.1235 0.2846
C: -1.2066 1.2640 0.2982
C: 0.2241 -0.2810 1.5955
H: 2.1175 -0.8233 -0.7419
H: 1.4051 -0.6807 -2.4933
H: -0.8395 -0.6107 -1.5971
H: -1.9201 1.4526 1.0938
H: -1.1159 2.0581 -0.4410
H: -0.4706 -0.7884 2.2650
H: 0.9695 -1.0800 1.5231
H: 0.7591 0.5985 1.9147

As for the multiplicity: 1. For the HOMO energy, the calculation gives -8.570 eV. For the HOMO-LUMO gap, the calculation gives 9.2150 eV.

## x
C5H8 in the gas phase, computed with ωB97M-V/def2-TZVPD.

Element x y z (Å)
C: -2.4492 -0.1334 0.0159
C: -1.1286 -0.2402 -0.0347
C: -0.1719 0.8673 -0.0187
C: 1.1560 0.7557 0.0066
C: 1.8958 -0.5611 -0.0075
H: -2.9373 0.8232 -0.0061
H: -3.0927 -1.0203 0.0451
H: -0.7078 -1.2475 -0.0062
H: -0.6453 1.8650 -0.0434
H: 1.7483 1.6475 0.0683
H: 1.5748 -1.1954 -0.8367
H: 2.9856 -0.4258 -0.1031
H: 1.7722 -1.1350 0.9204

As for the multiplicity: 1. For the HOMO energy, the calculation gives -8.694 eV. For the HOMO-LUMO gap, the calculation gives 9.8419 eV.

Q: What are the energies relative to the best structure? A: w 0.0623; x 0.0000, in hartree.

## w
C6H11N in the gas phase, computed with ωB97M-V/def2-TZVPD.

Element x y z (Å)
C: -1.3975 -0.8686 0.6329
C: 2.0607 -1.1122 0.0940
C: -0.9105 2.2667 0.0157
C: 0.5839 -1.3740 -0.1022
C: -0.4459 -0.1659 -0.5658
C: -0.0691 1.1859 -0.5536
N: -0.1862 -1.3970 1.0858
H: -1.9330 -0.2527 1.3611
H: -2.1158 -1.4975 0.0828
H: 0.4313 -2.1824 -0.8372
H: -0.9123 -0.5268 -1.4735
H: 0.9746 1.4224 -0.7433
H: 2.5498 -0.8821 -0.8566
H: 2.5368 -2.0016 0.5132
H: 2.2147 -0.2851 0.7879
H: -0.6947 2.4068 1.0874
H: -0.7105 3.2267 -0.4672
H: -1.9765 2.0376 -0.0615

As for the multiplicity: 1. For the HOMO energy (alpha / beta), the calculation gives -7.309 / -8.553 eV. For the HOMO-LUMO gap (alpha / beta), the calculation gives 7.3671 / 9.1137 eV.

## x
C6H11N in the gas phase, computed with ωB97M-V/def2-TZVPD.

Element x y z (Å)
C: -1.9980 -0.3174 -0.5832
C: -0.6720 0.1446 -1.1813
C: 0.5913 -0.1604 -0.3481
C: 0.6497 -1.6160 0.1240
C: 0.7522 0.7722 0.8013
N: 0.2814 1.0785 1.9259
C: 1.4863 1.8692 1.3985
H: -2.0549 -1.4080 -0.5229
H: -2.8295 0.0119 -1.2142
H: -2.1586 0.0803 0.4232
H: -0.7162 1.2219 -1.3738
H: -0.5338 -0.3310 -2.1594
H: 1.4559 0.0341 -0.9935
H: 1.5680 -1.8158 0.6825
H: -0.1904 -1.8632 0.7800
H: 0.6304 -2.2904 -0.7391
H: 1.2947 2.9008 1.0813
H: 2.4434 1.6888 1.8987

As for the multiplicity: 1. For the HOMO energy, the calculation gives -9.732 eV. For the HOMO-LUMO gap, the calculation gives 10.7578 eV.

Q: What are the energies relative to the best structure? A: w 0.1066; x 0.0000, in hartree.

## w
C6H11N in the gas phase, computed with ωB97M-V/def2-TZVPD.

Element x y z (Å)
H: -0.9987 -2.2320 0.8536
N: -1.5481 -1.6182 0.1331
C: -1.1024 -0.5145 0.5678
C: -0.8167 0.6703 -0.2397
C: -1.4721 0.7016 -1.5975
C: 0.7413 0.6398 -0.3198
C: 1.4314 0.2633 0.9536
C: 2.0012 -0.9268 1.1538
H: -0.5672 -0.4785 1.5327
H: -1.1214 1.5245 0.3664
H: -1.1658 1.6067 -2.1285
H: -1.1780 -0.1715 -2.1886
H: -2.5617 0.6827 -1.5010
H: 1.0696 1.6345 -0.6306
H: 1.0499 -0.0753 -1.0935
H: 1.4814 1.0180 1.7396
H: 2.2030 -1.6138 0.3329
H: 2.5540 -1.1106 2.0657

As for the multiplicity: 1. For the HOMO energy, the calculation gives -9.354 eV. For the HOMO-LUMO gap, the calculation gives 10.4384 eV.

## x
C6H11N in the gas phase, computed with ωB97M-V/def2-TZVPD.

Element x y z (Å)
C: -2.0017 0.6458 0.8206
C: -0.7354 0.7709 0.3663
C: -0.0893 -0.3848 -0.1824
C: -0.4383 -1.3737 -0.9178
C: 0.3850 -2.6356 -1.0394
N: 0.0363 1.8760 0.8067
C: 1.3652 2.0770 0.4611
H: -2.5833 -0.2675 0.8499
H: -2.2530 1.4111 1.5606
H: 1.0422 -0.5009 -0.0934
H: -1.4776 -1.6770 -1.2161
H: 1.3320 -2.3415 -1.4520
H: 0.4117 -3.4132 -0.1887
H: -0.0242 -3.3063 -1.8415
H: -0.3335 2.8328 0.7166
H: 1.7641 2.1962 -0.5259
H: 1.9866 1.0829 0.8161
H: 1.6131 3.0079 1.0593

As for the multiplicity: 1. For the HOMO energy, the calculation gives -7.874 eV. For the HOMO-LUMO gap, the calculation gives 8.9088 eV.

## y
C6H11N in the gas phase, computed with ωB97M-V/def2-TZVPD.

Element x y z (Å)
C: -0.0084 -2.9332 1.8802
C: -0.0377 -2.0138 0.5599
C: 0.8644 -0.9980 0.4813
C: 0.7630 0.1099 -0.5460
C: 0.1951 1.3941 0.0966
C: -0.5120 2.3964 -0.5153
N: -1.2433 2.2295 -1.7808
H: -0.8375 -3.5965 1.5718
H: 0.1069 -2.3589 2.9191
H: 0.8619 -3.6731 1.7405
H: -0.7198 -2.2408 -0.2785
H: 1.8437 -1.1216 0.8410
H: 0.5964 -0.2366 -1.5903
H: 1.7987 0.5159 -0.5398
H: 0.7789 1.7011 0.9760
H: -0.7486 3.3546 -0.1355
H: -1.4325 2.9170 -2.5497
H: -1.1311 1.3997 -2.2285

As for the multiplicity: 1. For the HOMO energy, the calculation gives -7.869 eV. For the HOMO-LUMO gap, the calculation gives 9.0238 eV.

## z
2 unconnected molecules or ions with the total composition C6H11N, computed with ωB97M-V/def2-TZVPD.

Element x y z (Å)
C: 3.3927 0.1604 0.8874
C: 2.1958 -0.5719 1.4381
C: 1.0038 -0.0392 1.5754
N: -0.0936 0.4765 1.7819
H: 3.8251 -0.3723 0.0326
H: 3.1252 1.1683 0.5574
H: 4.1773 0.2553 1.6473
H: 2.3117 -1.6019 1.7651
H: -0.7341 0.3662 0.9904
C: -0.8358 -0.4366 -1.4000
C: -1.8065 0.4577 -1.2187
C: -3.2553 0.1249 -1.0109
H: -1.0423 -1.5054 -1.4113
H: 0.1996 -0.1377 -1.5441
H: -1.5512 1.5188 -1.2185
H: -3.6270 0.5490 -0.0704
H: -3.8701 0.5455 -1.8154
H: -3.4153 -0.9576 -0.9864

As for the multiplicity: 1. For the HOMO energy, the calculation gives -8.561 eV. For the HOMO-LUMO gap, the calculation gives 9.5796 eV.

Q: What are the energies relative to the best structure? A: w 0.0000; x 0.0499; y 0.0617; z 0.0043, in hartree.

## w
C6H11N in the gas phase, computed with ωB97M-V/def2-TZVPD.

Element x y z (Å)
C: -0.5075 1.9068 0.4854
C: 0.3799 0.6113 0.5916
C: -0.5368 -0.5968 0.9551
C: -0.1961 -1.4897 -0.2482
C: -0.3233 -0.4226 -1.4401
N: 0.9120 0.1835 -0.7309
C: 1.2996 -1.0387 -0.3181
H: -0.8922 2.4217 1.5571
H: 0.0206 2.7254 -0.0718
H: -1.4053 1.7592 -0.2186
H: 1.1037 0.8955 1.3150
H: -0.2025 -1.1070 1.9556
H: -1.5533 -0.2844 1.0488
H: -0.6571 -2.4744 -0.3252
H: -0.0019 -0.8081 -2.4081
H: -1.1276 0.2328 -1.5660
H: 1.8962 -1.0580 0.5890
H: 1.7915 -1.4565 -1.1707

As for the multiplicity: 1. For the HOMO energy, the calculation gives -8.846 eV. For the HOMO-LUMO gap, the calculation gives 9.9583 eV.

## x
C6H11N in the gas phase, computed with ωB97M-V/def2-TZVPD.

Element x y z (Å)
C: -1.6738 -1.8486 -1.0719
C: -1.0921 -0.7736 -0.5447
C: 0.0176 -0.4428 0.2399
C: 0.5722 -1.3497 1.3009
C: 0.1983 0.9568 0.1202
C: 0.6885 1.5724 -1.1806
N: 0.5679 1.7127 1.2267
H: -2.6629 -2.2146 -0.8138
H: -1.2876 -2.3974 -1.9249
H: -1.3803 0.4213 -0.7795
H: 0.0082 -1.2627 2.2364
H: 0.4902 -2.3952 0.9926
H: 1.6176 -1.1116 1.5159
H: 0.3810 0.9902 -2.0486
H: 0.2978 2.5879 -1.2968
H: 1.7829 1.6397 -1.1739
H: 0.9268 2.6445 1.0670
H: 0.5477 1.2707 2.1351

As for the multiplicity: 1. For the HOMO energy (alpha / beta), the calculation gives -7.324 / -5.890 eV. For the HOMO-LUMO gap (alpha / beta), the calculation gives 8.2975 / 6.1474 eV.

Q: What are the energies relative to the best structure? A: w 0.0000; x 0.0761, in hartree.

## w
C6H11N in the gas phase, computed with ωB97M-V/def2-TZVPD.

Element x y z (Å)
C: 1.9345 1.1627 0.5129
N: -0.9885 0.8873 1.2462
C: -0.3275 0.1038 0.2005
C: 1.1639 -0.1979 0.2924
C: 1.5944 -1.2053 -0.6691
C: -2.4679 -0.6349 -0.8983
C: -1.0894 -0.4237 -0.7951
H: 2.5826 1.1538 1.3801
H: 2.5598 1.4909 -0.3216
H: 1.2623 1.9849 0.6997
H: -0.7874 1.8807 1.1158
H: -1.9272 0.8521 0.8659
H: 1.7391 -2.1978 -0.2851
H: 1.8554 -0.9746 -1.6916
H: 1.0802 -0.5009 1.3685
H: -2.9276 -0.4132 -1.8503
H: -2.9268 -0.9171 0.0382
H: -0.4747 -0.7890 -1.6226

As for the multiplicity: 1. For the HOMO energy, the calculation gives -6.397 eV. For the HOMO-LUMO gap, the calculation gives 5.2385 eV.

## x
C6H11N in the gas phase, computed with ωB97M-V/def2-TZVPD.

Element x y z (Å)
C: -2.1290 1.3992 -1.2487
C: -0.8598 0.8902 -0.6494
C: -0.7427 -0.3658 -0.1055
N: -1.7673 -0.8996 0.7547
C: 0.6512 -0.6926 0.3814
C: 1.7711 0.0631 0.4105
C: 3.1668 -0.4716 0.3943
H: -2.1513 2.4889 -1.4015
H: -2.9031 1.1101 -0.5275
H: -2.4970 0.8683 -2.1313
H: 0.0854 1.3978 -0.7844
H: -2.6794 -0.4913 0.6892
H: -1.3457 -1.1582 1.6287
H: 0.8816 -1.6571 0.8493
H: 1.5377 1.1299 0.3916
H: 3.2192 -1.2228 -0.3833
H: 3.4869 -0.8546 1.3715
H: 3.9459 0.2205 0.0489

As for the multiplicity: 1. For the HOMO energy, the calculation gives -7.514 eV. For the HOMO-LUMO gap, the calculation gives 8.3690 eV.

Q: What are the energies relative to the best structure? A: w 0.1098; x 0.0000, in hartree.

## w
2 unconnected molecules or ions with the total composition C3H10, computed with ωB97M-V/def2-TZVPD.

Element x y z (Å)
C: -1.3084 3.6549 -1.8299
C: -0.6852 3.0302 -0.5978
H: -2.2464 3.1420 -2.0724
H: -0.7327 3.5536 -2.7546
H: -1.6383 4.6782 -1.6454
H: -1.3238 3.0382 0.2867
H: -0.2779 2.0494 -0.8344
H: 0.2593 3.5451 -0.3631
C: 1.5825 -5.3168 1.9528
H: 1.1453 -4.3299 1.8891
H: 0.9076 -6.1149 2.2889
H: 2.3897 -5.2316 2.6889
H: 1.9283 -5.6984 0.9914

As for the multiplicity: 1. For the HOMO energy, the calculation gives -11.476 eV. For the HOMO-LUMO gap, the calculation gives 12.7570 eV.

## x
2 unconnected molecules or ions with the total composition C3H10, computed with ωB97M-V/def2-TZVPD.

Element x y z (Å)
C: 1.8555 -0.0066 -1.4195
C: 0.4120 -0.2007 -1.8925
H: 1.9374 0.3390 -0.3936
H: 2.4511 -0.9188 -1.5073
H: 2.3570 0.7331 -2.0373
H: 0.0756 0.7327 -2.3465
H: -0.2492 -0.5764 -1.1162
H: 0.3464 -0.9081 -2.7199
C: -2.0303 0.1861 2.9754
H: -2.4211 0.0177 1.9781
H: -1.3377 1.0279 2.9528
H: -2.9101 0.4551 3.5837
H: -1.5269 -0.6236 3.4846

As for the multiplicity: 1. For the HOMO energy, the calculation gives -11.760 eV. For the HOMO-LUMO gap, the calculation gives 12.8004 eV.

Q: What are the energies relative to the best structure? A: w 0.0020; x 0.0000, in hartree.